The following is a quantum chemistry calculation of a molecular structure, C48H68N5O2S2SeSiTi, from OMol25.

```
! wB97M-V def2-TZVPD RIJCOSX def2/J DEFGRID3
* xyz -1 3
Ti -0.5466 -0.1416 -0.0476
C -2.1192 2.0566 -3.3308
C -1.9507 1.6488 -1.9017
N -0.6759 1.2950 -1.4540
N 0.1662 2.3860 -1.6415
C 1.1687 2.4600 -0.8637
S 1.5907 1.2904 0.3777
S 2.1965 3.9218 -0.9065
C 0.8979 5.1797 -1.1138
C 0.1672 5.4839 0.1616
C 0.5037 6.5721 0.9573
C -0.1750 6.8170 2.1444
C -1.2018 5.9752 2.5445
C -1.5473 4.8846 1.7544
C -0.8670 4.6402 0.5724
C -2.9698 1.9072 -0.9376
C -4.1758 2.5563 -1.2902
C -5.1088 2.9464 -0.3475
C -4.8768 2.7123 1.0046
C -3.7171 2.0490 1.3927
C -2.7955 1.6136 0.4498
O -1.7484 0.8974 0.8806
H -1.2991 1.6438 -3.9173
H -2.1056 3.1462 -3.4564
H -3.0623 1.6937 -3.7502
H 0.2090 4.7791 -1.8566
H 1.3815 6.0626 -1.5329
H 1.3053 7.2334 0.6462
H 0.0959 7.6714 2.7534
H -1.7338 6.1695 3.4683
H -2.3527 4.2216 2.0469
H -1.1386 3.7881 -0.0412
H -4.3622 2.7692 -2.3350
H -6.0147 3.4479 -0.6665
H -5.5956 3.0289 1.7504
H -3.5134 1.8242 2.4329
O 1.1070 -0.8449 -1.6063
C 1.9567 -1.7773 -2.2523
C 3.3424 -1.8124 -1.6261
C 3.3190 -1.7857 -0.0922
C 2.3177 -2.7187 0.5374
C 2.6634 -4.0560 0.7322
C 1.7951 -4.8980 1.4018
C 0.6020 -4.3806 1.8759
C 0.3191 -3.0502 1.6105
N 1.1377 -2.2368 0.9434
H 1.6198 -0.1473 -1.1281
H 2.0298 -1.5148 -3.3128
H 1.4837 -2.7573 -2.1922
H 3.9236 -0.9546 -1.9749
H 3.8564 -2.7117 -1.9800
H 3.1216 -0.7716 0.2553
H 4.3097 -2.0647 0.2770
H 3.6222 -4.4104 0.3738
H 2.0515 -5.9385 1.5605
H -0.1081 -4.9827 2.4253
H -0.6032 -2.6090 1.9645
C -3.8636 -1.0678 -1.8200
Si -2.5049 -1.9506 -0.8025
C -1.9566 -3.3425 -2.0624
C -0.8478 -4.2255 -1.4862
C -3.0838 -4.2518 -2.5576
C -1.3916 -2.5967 -3.2812
C -3.5826 -2.7561 0.6409
C -3.5267 -1.8026 1.8429
C -5.0591 -2.9102 0.2580
C -3.1031 -4.1332 1.1063
H -4.5993 -1.7814 -2.2030
H -3.4305 -0.5288 -2.6643
H -4.3995 -0.3270 -1.2231
H -1.1890 -4.8177 -0.6355
H 0.0020 -3.6330 -1.1432
H -0.4832 -4.9272 -2.2508
H -3.5827 -4.7861 -1.7463
H -2.6864 -5.0094 -3.2486
H -3.8473 -3.6892 -3.0993
H -0.6684 -1.8293 -2.9953
H -2.1830 -2.0983 -3.8447
H -0.8939 -3.3008 -3.9636
H -3.9667 -0.8300 1.6063
H -2.5058 -1.6036 2.1804
H -4.0833 -2.2262 2.6908
H -5.5256 -1.9523 0.0246
H -5.6155 -3.3512 1.0973
H -5.1977 -3.5641 -0.6068
H -2.0535 -4.1389 1.3984
H -3.2274 -4.8997 0.3389
H -3.6866 -4.4507 1.9821
C 2.4817 -0.7558 6.8827
C 2.7766 -2.1986 6.4905
C 3.5419 -2.3416 5.1762
C 2.7549 -1.9573 3.9217
N 2.8072 -0.5387 3.6081
C 1.7442 0.3181 3.6218
Se -0.0236 -0.0965 3.8122
N 2.2252 1.5598 3.3666
C 1.4012 2.7612 3.2818
C 1.0649 3.3665 4.6356
C 2.2367 3.9780 5.4063
C 3.0533 2.9706 6.2109
C 3.5813 1.4932 3.1116
C 4.5025 2.4606 2.7446
C 5.8088 2.0454 2.5336
C 6.1814 0.7080 2.6816
C 5.2588 -0.2602 3.0518
C 3.9545 0.1576 3.2679
H 2.0265 -0.7059 7.8737
H 1.7882 -0.2823 6.1871
H 3.4000 -0.1627 6.9070
H 1.8401 -2.7604 6.4219
H 3.3659 -2.6728 7.2813
H 3.8560 -3.3821 5.0538
H 4.4597 -1.7485 5.2326
H 1.6955 -2.1905 4.0378
H 3.1210 -2.5103 3.0547
H 0.4949 2.4794 2.7468
H 1.9375 3.4642 2.6413
H 0.5704 2.6053 5.2464
H 0.3161 4.1353 4.4357
H 1.8418 4.7279 6.0977
H 2.8865 4.5247 4.7141
H 2.4061 2.4151 6.8938
H 3.8194 3.4696 6.8083
H 3.5584 2.2414 5.5772
H 4.2120 3.4935 2.6120
H 6.5527 2.7722 2.2352
H 7.2080 0.4204 2.4953
H 5.5445 -1.2985 3.1563
*
```

Computed properties:
ΔE to the lowest compared entry with this formula, charge and spin ... 0.094 eV
LUMO energy (alpha / beta) ... 2.18 / 2.18 eV
Molar mass ... 966.15 g/mol
Energy ... -6631.02887 Eh
<S²> ... 2.0324